Formula: C29H26F3GeIrN3O9S
Source: the Open Molecules 2025 dataset
Level of theory: ωB97M-V with the def2-TZVPD basis set

XYZ file:
```
73
Properties=species:S:1:pos:R:3:forces:R:3
Ir 0.625 -0.226 0.146 -0.653 -0.700 -0.269
C -1.119 5.055 0.031 0.018 -0.014 0.018
O -0.135 4.280 0.717 -0.016 0.086 0.004
C 0.064 2.990 0.433 -0.060 0.061 0.038
O 0.902 2.362 1.026 -0.014 -0.104 -0.064
N -0.709 2.489 -0.595 0.163 -0.120 -0.090
N -0.688 1.096 -0.862 -0.074 0.230 0.193
H -1.026 6.059 0.431 -0.005 0.002 0.002
H -2.125 4.687 0.242 -0.004 0.000 -0.006
H -0.927 5.078 -1.042 -0.004 0.002 -0.004
H -1.545 2.962 -0.889 -0.022 0.038 0.070
H -0.565 0.964 -1.862 0.006 0.041 0.024
H -1.587 0.698 -0.569 0.123 -0.134 -0.014
O 0.413 -2.429 -0.893 0.089 0.008 0.277
C 1.163 -2.772 0.046 -0.215 -0.214 -0.257
O 1.582 -1.917 0.895 0.106 0.331 0.209
C 1.612 -4.183 0.217 0.006 0.025 -0.039
C 1.341 -5.110 -0.781 -0.002 -0.006 -0.007
C 1.784 -6.415 -0.650 -0.013 -0.008 -0.027
C 2.487 -6.755 0.491 -0.002 -0.067 0.015
C 2.762 -5.853 1.502 0.005 0.010 0.040
C 2.318 -4.549 1.358 0.040 0.005 -0.017
N 2.967 -8.149 0.636 0.049 0.026 -0.034
O 3.574 -8.433 1.647 -0.031 0.018 -0.005
O 2.733 -8.921 -0.272 -0.020 0.027 0.023
H 0.787 -4.795 -1.655 -0.002 0.000 0.004
H 1.596 -7.161 -1.407 -0.001 0.001 0.002
H 3.310 -6.175 2.375 0.001 0.003 0.000
H 2.518 -3.807 2.119 0.000 0.004 0.008
F -2.613 -2.791 3.379 -0.029 -0.011 -0.046
C -1.433 -2.368 2.935 0.041 0.052 0.005
F -0.538 -2.503 3.913 -0.046 0.017 0.033
F -1.059 -3.153 1.919 0.010 0.010 0.028
S -1.529 -0.588 2.392 0.281 -0.126 -0.332
O -2.599 -0.013 3.142 -0.039 0.064 0.036
O -0.180 -0.081 2.618 -0.156 0.098 -0.094
O -1.757 -0.705 0.930 0.247 0.013 0.189
C 2.057 0.187 -0.883 0.179 0.374 0.085
Ge 3.963 -0.007 -0.363 -0.069 -0.123 -0.127
C 4.729 1.736 -0.772 0.047 0.014 0.018
C 3.940 2.884 -0.778 -0.004 0.027 0.010
C 4.499 4.130 -1.034 -0.005 -0.017 0.008
C 5.859 4.240 -1.283 0.003 -0.001 -0.002
C 6.659 3.106 -1.272 -0.003 -0.004 0.005
C 6.097 1.863 -1.015 -0.012 0.014 -0.043
C 4.662 -1.359 -1.576 0.100 -0.045 0.062
C 4.611 -2.705 -1.215 -0.003 -0.035 -0.038
C 5.031 -3.693 -2.094 -0.011 0.003 0.002
C 5.515 -3.343 -3.347 0.008 -0.004 0.007
C 5.576 -2.006 -3.717 -0.008 0.019 0.008
C 5.152 -1.020 -2.836 -0.039 -0.038 -0.018
C 4.143 -0.517 1.495 0.016 0.032 0.044
C 3.291 0.021 2.460 0.057 -0.023 0.013
C 3.389 -0.378 3.784 -0.015 0.022 -0.023
C 4.352 -1.304 4.162 -0.010 -0.024 0.009
C 5.218 -1.830 3.215 0.007 -0.006 -0.011
C 5.112 -1.440 1.886 -0.014 0.020 0.026
H 1.904 0.667 -1.865 0.005 0.090 0.037
H 2.880 2.817 -0.555 0.012 -0.004 0.005
H 3.875 5.014 -1.028 0.000 -0.001 -0.001
H 6.297 5.210 -1.481 0.001 0.000 0.001
H 7.722 3.189 -1.459 -0.001 0.000 0.000
H 6.734 0.985 -1.010 -0.004 -0.003 0.001
H 4.247 -2.987 -0.234 -0.056 -0.025 -0.012
H 4.981 -4.734 -1.799 0.005 0.004 -0.003
H 5.848 -4.111 -4.033 -0.009 0.001 -0.004
H 5.955 -1.731 -4.693 0.004 -0.001 0.002
H 5.203 0.021 -3.137 0.010 0.010 0.003
H 2.524 0.737 2.187 0.005 0.018 0.005
H 2.703 0.027 4.517 -0.002 0.002 -0.004
H 4.422 -1.621 5.195 0.008 0.009 0.003
H 5.974 -2.548 3.508 -0.001 -0.005 -0.001
H 5.784 -1.871 1.152 0.019 0.031 0.020
```
Forces are in eV/Å.

Properties
* HOMO level (alpha / beta): -8.934 / -8.843 eV
* multiplicity: 2
* strongest force on any atom: 0.995 eV/A
* relative energy (zero: lowest compared OMol25 entry of this formula, charge and spin): 12.3 kcal/mol
* total charge: 0
* expectation value of S²: 0.772
* E: -131730.7532 eV
* HOMO-LUMO gap (alpha / beta): 7.897 / 7.894 eV